Here is C42H51AsCl3N6O4P2S2Ti as an isolated structure at a distorted geometry from the OMol25 dataset. Energies are from ωB97M-V with the def2-TZVPD basis set.

2S+1: 2
Calculated total energy (a.u.): -8205.2510
Charge: +2
Energy above the lowest of the compared OMol25 structures with the same formula, charge and spin (kcal per mole): 16.1
Orbital gap (alpha / beta) (eV): 7.57 / 7.94

Atoms and positions in Å:
Ti  0.487  -0.459  -1.300
C  0.078  -0.803  3.207
N  1.250  -1.573  2.788
C  2.254  -1.771  3.831
P  1.472  -2.032  1.250
O  0.348  -1.608  0.352
O  2.835  -1.270  0.703
P  3.307  -0.042  -0.225
O  2.164  0.437  -1.098
N  4.628  -0.489  -1.067
C  5.747  -1.059  -0.314
C  4.555  -0.929  -2.461
N  3.681  1.139  0.856
C  4.237  0.865  2.182
C  4.242  2.343  0.217
N  1.897  -3.592  1.191
C  2.397  -4.163  -0.061
C  1.789  -4.522  2.312
H  -0.401  -1.298  4.053
H  -0.630  -0.738  2.383
H  0.369  0.202  3.528
H  1.801  -2.278  4.685
H  2.640  -0.809  4.174
H  3.080  -2.376  3.460
H  5.877  -0.539  0.635
H  6.654  -0.931  -0.902
H  5.608  -2.126  -0.117
H  3.826  -0.330  -2.995
H  4.291  -1.984  -2.551
H  5.532  -0.770  -2.918
H  3.981  -0.142  2.496
H  3.820  1.578  2.895
H  5.325  0.970  2.193
H  3.728  2.536  -0.724
H  5.312  2.239  0.019
H  4.091  3.195  0.878
H  2.399  -3.411  -0.847
H  1.751  -4.981  -0.381
H  3.412  -4.543  0.075
H  1.198  -4.088  3.115
H  2.774  -4.794  2.698
H  1.289  -5.433  1.982
S  1.316  -2.031  -2.854
C  1.535  -1.130  -4.378
C  2.582  -1.449  -5.237
C  2.783  -0.710  -6.393
C  1.908  0.309  -6.741
C  0.824  0.592  -5.924
C  0.638  -0.118  -4.745
As  -0.704  0.252  -3.405
C  -1.835  1.646  -4.154
C  -3.182  1.441  -4.428
C  -3.948  2.485  -4.925
C  -3.377  3.732  -5.140
C  -2.036  3.943  -4.848
C  -1.267  2.905  -4.347
C  -1.782  -1.371  -3.522
C  -2.251  -1.857  -4.736
C  -2.824  -3.119  -4.800
C  -2.919  -3.900  -3.658
C  -2.462  -3.417  -2.440
C  -1.894  -2.158  -2.376
H  3.237  -2.277  -4.995
H  3.628  -0.933  -7.031
H  2.065  0.879  -7.647
H  0.110  1.357  -6.206
H  -3.628  0.468  -4.262
H  -4.995  2.323  -5.145
H  -3.982  4.540  -5.527
H  -1.593  4.917  -5.005
H  -0.222  3.065  -4.105
H  -2.143  -1.259  -5.634
H  -3.193  -3.497  -5.744
H  -3.336  -4.897  -3.715
H  -2.547  -4.022  -1.546
H  -1.508  -1.796  -1.418
Cl  -7.229  -1.434  2.026
C  -5.912  -0.423  2.478
C  -4.660  -0.972  2.706
C  -3.612  -0.139  3.050
C  -3.769  1.239  3.164
C  -2.549  2.085  3.473
C  -2.109  2.938  2.242
N  -1.945  2.116  1.055
C  -2.935  1.732  0.188
C  -2.371  0.849  -0.677
N  -1.043  0.675  -0.342
C  -0.831  1.456  0.707
O  -2.786  2.921  4.574
C  -1.640  3.386  5.276
C  -0.716  2.355  5.886
C  -1.070  1.202  6.532
Cl  -2.645  0.598  6.827
S  0.296  0.361  7.177
C  1.365  1.555  6.564
C  0.699  2.542  5.917
C  -5.046  1.765  2.947
Cl  -5.356  3.464  3.050
C  -6.109  0.942  2.607
H  -4.515  -2.041  2.631
H  -2.639  -0.571  3.244
H  -1.718  1.405  3.696
H  -1.154  3.413  2.465
H  -2.852  3.708  2.054
H  -3.937  2.120  0.236
H  -2.848  0.330  -1.491
H  0.118  1.592  1.202
H  -2.043  4.020  6.067
H  -1.044  4.031  4.619
H  2.424  1.473  6.756
H  1.175  3.412  5.484
H  -7.091  1.365  2.444

Atom charges from the Löwdin analysis, given in e for atoms 1 to 8: atom 1 (Ti): 0.62, atom 2 (C): -0.08, atom 3 (N): -0.28, atom 4 (C): -0.08, atom 5 (P): 0.56, atom 6 (O): -0.34, atom 7 (O): -0.25, atom 8 (P): 0.54

=====

Here is C42H51AsCuNO4P2 as an isolated structure from the OMol25 dataset. Energies are from ωB97M-V with the def2-TZVPD basis set.

Calculated total energy (a.u.): -6545.8339
Charge: -2
Energy above the lowest of the compared OMol25 structures with the same formula, charge and spin (kcal per mole): 6.1
Orbital gap (eV): 2.64

Atoms and positions in Å:
Cu  -0.498  0.022  -0.577
C  -3.406  2.479  1.727
C  -3.951  1.167  1.254
C  -5.300  0.906  1.275
C  -5.851  -0.299  0.817
C  -4.949  -1.251  0.327
C  -3.588  -1.046  0.274
C  -2.681  -2.126  -0.230
C  -2.971  0.209  0.729
N  -1.709  0.494  0.693
H  -4.213  3.143  2.052
H  -2.823  2.961  0.936
H  -2.693  2.345  2.545
H  -5.966  1.679  1.663
H  -6.918  -0.484  0.840
H  -5.337  -2.208  -0.024
H  -3.250  -3.028  -0.482
H  -1.917  -2.380  0.513
H  -2.111  -1.819  -1.118
C  2.904  -0.304  2.873
C  3.543  1.032  3.254
As  5.315  1.335  2.447
C  5.895  2.800  3.630
C  5.007  3.679  4.244
C  5.480  4.738  5.014
C  6.843  4.925  5.181
C  7.739  4.056  4.569
C  7.265  3.010  3.793
C  6.252  -0.082  3.443
C  6.254  -0.145  4.836
C  6.882  -1.192  5.493
C  7.513  -2.191  4.760
C  7.513  -2.141  3.375
C  6.884  -1.087  2.719
P  1.754  -0.157  1.396
C  1.320  -1.937  1.272
C  0.875  -2.607  2.411
C  0.447  -3.925  2.343
C  0.456  -4.595  1.129
C  0.888  -3.934  -0.012
C  1.316  -2.617  0.056
C  3.065  0.002  0.109
C  3.111  1.211  -0.580
C  4.149  1.489  -1.458
C  5.136  0.543  -1.688
C  5.070  -0.689  -1.048
C  4.043  -0.953  -0.155
H  2.263  -0.611  3.705
H  3.648  -1.097  2.743
H  3.678  1.104  4.337
H  2.896  1.860  2.947
H  3.940  3.549  4.129
H  4.774  5.413  5.484
H  7.210  5.747  5.785
H  8.807  4.195  4.693
H  7.973  2.336  3.319
H  5.765  0.632  5.413
H  6.874  -1.231  6.576
H  7.998  -3.013  5.272
H  7.995  -2.922  2.799
H  6.872  -1.052  1.637
H  0.806  -2.086  3.356
H  0.077  -4.415  3.235
H  0.097  -5.615  1.067
H  0.855  -4.427  -0.975
H  1.591  -2.098  -0.854
H  2.315  1.929  -0.427
H  4.171  2.436  -1.981
H  5.937  0.751  -2.386
H  5.817  -1.447  -1.253
H  3.996  -1.915  0.344
C  2.486  0.290  -4.497
C  1.361  1.198  -4.978
C  0.950  0.834  -6.399
C  1.778  2.660  -4.873
O  0.206  1.093  -4.152
P  -0.217  -0.303  -3.431
O  -0.125  -1.414  -4.417
O  0.572  -0.392  -2.138
O  -1.696  0.053  -2.995
C  -2.933  -0.183  -3.677
C  -2.812  0.224  -5.137
C  -3.927  0.690  -2.924
C  -3.270  -1.657  -3.527
H  3.374  0.479  -5.104
H  2.203  -0.756  -4.593
H  2.720  0.486  -3.452
H  1.796  0.933  -7.083
H  0.147  1.491  -6.735
H  0.592  -0.193  -6.415
H  2.644  2.863  -5.506
H  2.028  2.898  -3.841
H  0.955  3.305  -5.180
H  -2.502  1.265  -5.215
H  -3.787  0.108  -5.614
H  -2.086  -0.398  -5.655
H  -3.652  1.740  -3.021
H  -3.932  0.436  -1.862
H  -4.930  0.546  -3.328
H  -2.470  -2.269  -3.940
H  -4.202  -1.875  -4.056
H  -3.403  -1.895  -2.472

Atom charges from the Löwdin analysis, given in e for atoms 1 to 8: atom 1 (Cu): 0.27, atom 2 (C): -0.12, atom 3 (C): -0.27, atom 4 (C): -0.15, atom 5 (C): -0.20, atom 6 (C): -0.15, atom 7 (C): -0.27, atom 8 (C): -0.11

=====

Here is C42H51Cl3InN9OPS5 as an isolated structure at a distorted geometry from the OMol25 dataset. Energies are from ωB97M-V with the def2-TZVPD basis set.

Calculated total energy (a.u.): -6101.8780
Charge: +1
Energy above the lowest of the compared OMol25 structures with the same formula, charge and spin (kcal per mole): 22.1
Orbital gap (eV): 6.68

Atoms and positions in Å:
In  -0.578  -0.054  -1.139
N  2.857  2.055  -2.536
C  1.705  1.883  -1.851
S  0.230  1.767  -2.782
N  1.741  1.890  -0.550
N  0.562  1.579  0.021
C  0.054  2.244  0.990
C  0.744  3.374  1.648
C  2.032  3.214  2.154
C  2.674  4.277  2.769
C  2.050  5.514  2.857
C  0.786  5.691  2.317
C  0.132  4.626  1.720
C  -1.332  1.859  1.335
C  -2.051  2.473  2.357
C  -3.355  2.082  2.599
C  -3.913  1.073  1.830
C  -3.139  0.518  0.830
N  -1.898  0.914  0.577
H  2.794  2.319  -3.503
H  3.676  2.329  -2.017
H  2.533  2.258  2.069
H  3.663  4.144  3.179
H  2.558  6.344  3.331
H  0.306  6.659  2.356
H  -0.844  4.771  1.273
H  -1.599  3.253  2.945
H  -3.930  2.559  3.382
H  -4.924  0.729  1.993
H  -3.509  -0.289  0.213
C  -5.737  -0.187  -1.835
C  -5.559  1.324  -2.032
S  -3.830  1.928  -1.960
C  -3.403  2.134  -3.707
C  -3.547  0.859  -4.511
S  -2.484  -0.492  -3.872
C  -3.495  -1.926  -4.375
C  -4.633  -2.310  -3.439
S  -6.042  -1.147  -3.367
H  -6.613  -0.367  -1.212
H  -4.866  -0.624  -1.351
H  -6.056  1.854  -1.220
H  -5.992  1.661  -2.973
H  -2.368  2.480  -3.692
H  -4.025  2.923  -4.129
H  -3.258  1.040  -5.547
H  -4.569  0.494  -4.480
H  -2.789  -2.757  -4.423
H  -3.864  -1.713  -5.378
H  -4.271  -2.475  -2.424
H  -5.067  -3.242  -3.806
Cl  -2.140  2.641  7.172
C  -1.056  1.450  6.550
C  -0.024  1.826  5.708
C  0.788  0.848  5.166
C  0.642  -0.499  5.478
C  1.606  -1.474  4.835
C  0.961  -2.690  4.141
N  -0.110  -2.397  3.206
C  -1.333  -3.010  3.196
C  -1.981  -2.549  2.090
N  -1.191  -1.654  1.420
C  -0.077  -1.578  2.124
O  2.492  -1.978  5.813
C  3.838  -2.126  5.388
C  4.565  -0.822  5.207
C  4.683  0.120  6.187
Cl  3.995  0.060  7.749
S  5.652  1.459  5.700
C  5.886  0.767  4.147
C  5.253  -0.428  4.024
C  -0.349  -0.837  6.404
Cl  -0.533  -2.438  7.028
C  -1.218  0.123  6.906
H  0.152  2.870  5.492
H  1.581  1.151  4.494
H  2.169  -0.905  4.084
H  0.566  -3.347  4.906
H  1.754  -3.226  3.614
H  -1.634  -3.709  3.957
H  -2.959  -2.819  1.729
H  0.768  -0.957  1.866
H  3.896  -2.705  4.458
H  4.312  -2.704  6.181
H  6.493  1.278  3.418
H  5.280  -1.027  3.125
H  -2.003  -0.168  7.589
C  0.700  -1.867  -1.005
H  0.773  -2.315  -1.986
H  0.286  -2.564  -0.288
H  1.668  -1.488  -0.674
C  1.043  -2.374  -7.217
N  1.528  -1.021  -6.970
C  2.937  -1.089  -6.600
N  3.192  -1.954  -5.453
C  2.667  -3.283  -5.745
N  1.250  -3.274  -6.089
C  0.426  -2.902  -4.948
P  0.758  -1.175  -4.275
C  0.739  -0.341  -5.953
C  2.628  -1.408  -4.227
H  1.575  -2.778  -8.081
H  -0.024  -2.335  -7.451
H  3.298  -0.083  -6.375
H  3.497  -1.481  -7.451
H  2.823  -3.932  -4.881
H  3.222  -3.690  -6.593
H  0.585  -3.631  -4.147
H  -0.626  -2.952  -5.246
H  1.107  0.682  -5.832
H  -0.303  -0.282  -6.283
H  2.876  -2.079  -3.398
H  3.093  -0.440  -4.018

Atom charges from the Löwdin analysis, given in e for atoms 1 to 8: atom 1 (In): 0.72, atom 2 (N): 0.09, atom 3 (C): -0.83, atom 4 (S): 0.62, atom 5 (N): 0.02, atom 6 (N): -0.08, atom 7 (C): -0.15, atom 8 (C): -0.17

=====

Here is C42H51I2N7O3PV as an isolated structure at a distorted geometry from the OMol25 dataset. Energies are from ωB97M-V with the def2-TZVPD basis set.

2S+1: 4
Calculated total energy (a.u.): -4120.4061
Charge: -1
Orbital gap (alpha / beta) (eV): 2.69 / 2.60

Atoms and positions in Å:
V  2.603  -2.825  -0.428
I  9.957  -3.032  -1.271
C  7.899  -2.650  -1.170
C  7.334  -1.980  -2.261
C  5.982  -1.617  -2.245
I  5.324  -0.983  -4.054
C  5.239  -1.711  -1.024
O  3.951  -1.474  -0.893
C  5.912  -2.321  0.063
C  5.110  -2.682  1.305
N  3.865  -3.521  0.892
C  4.285  -4.801  0.099
C  3.126  -5.346  -0.719
C  2.931  -6.690  -1.201
C  2.029  -7.056  -2.079
C  0.972  -6.186  -2.400
C  1.230  -4.846  -2.190
N  2.312  -4.438  -1.391
C  7.177  -2.907  -0.001
H  8.023  -1.710  -3.045
H  4.820  -1.804  1.886
H  5.775  -3.357  1.865
H  3.230  -3.878  1.930
H  4.690  -5.617  0.825
H  5.151  -4.575  -0.492
H  3.402  -7.495  -0.583
H  2.222  -7.928  -2.680
H  0.167  -6.545  -3.026
H  0.590  -4.092  -2.635
H  7.622  -3.486  0.792
H  0.993  -2.620  -0.242
N  3.792  -10.111  6.110
C  2.660  -9.842  6.837
N  1.887  -8.637  6.338
O  2.232  -10.435  7.812
H  3.712  -10.048  5.069
H  4.741  -10.007  6.592
H  1.722  -8.690  5.294
H  1.101  -8.965  6.918
C  3.949  5.624  -7.004
C  3.353  5.824  -5.792
C  2.249  6.768  -5.558
C  1.721  6.401  -4.319
C  2.427  5.151  -4.029
C  1.970  3.934  -3.180
N  3.380  4.951  -4.830
H  4.502  6.489  -7.411
H  3.111  5.264  -7.754
H  4.563  4.552  -6.873
H  1.741  7.458  -6.234
H  0.919  6.887  -3.795
H  2.062  2.975  -3.739
H  0.977  4.207  -2.815
H  2.585  3.813  -2.260
C  -4.942  -2.491  -4.599
C  -6.187  -1.709  -5.244
C  -6.440  -2.502  -6.589
C  -5.728  -0.252  -5.584
N  -7.290  -1.756  -4.398
N  -7.231  -0.930  -3.264
H  -4.069  -2.104  -5.165
H  -5.242  -3.542  -4.611
H  -4.744  -2.294  -3.521
H  -5.418  -2.530  -6.999
H  -7.080  -1.961  -7.348
H  -6.664  -3.560  -6.254
H  -5.306  -0.240  -6.606
H  -5.062  0.271  -4.890
H  -6.662  0.348  -5.576
H  -8.261  -1.977  -4.688
H  -6.603  -1.281  -2.332
H  -6.869  -0.148  -3.699
O  -2.340  1.719  2.698
P  -2.367  3.040  3.340
C  -3.853  2.910  4.586
C  -4.226  1.825  5.363
C  -5.489  1.840  6.062
C  -6.237  3.048  6.110
C  -5.778  4.132  5.345
C  -4.562  4.135  4.743
C  -0.920  3.546  4.331
C  -0.827  3.032  5.642
C  0.370  3.132  6.333
C  1.315  4.024  5.839
C  1.377  4.132  4.447
C  0.204  4.114  3.712
C  -2.569  4.608  2.497
C  -2.229  5.854  3.145
C  -2.237  7.037  2.461
C  -2.523  7.032  1.115
C  -2.953  5.832  0.470
C  -2.928  4.637  1.163
H  -3.431  1.025  5.587
H  -5.885  0.979  6.558
H  -7.092  3.243  6.774
H  -6.396  5.040  5.210
H  -4.172  5.051  4.289
H  -1.718  2.665  6.147
H  0.551  2.694  7.325
H  1.961  4.644  6.441
H  2.351  4.389  4.017
H  0.165  4.490  2.692
H  -2.024  5.862  4.210
H  -2.068  7.967  3.027
H  -2.472  7.942  0.506
H  -3.223  5.933  -0.547
H  -3.255  3.715  0.724

Atom charges from the Löwdin analysis, given in e for atoms 1 to 8: atom 1 (V): 0.77, atom 2 (I): 0.82, atom 3 (C): -0.74, atom 4 (C): -0.27, atom 5 (C): -0.70, atom 6 (I): 0.98, atom 7 (C): -0.40, atom 8 (O): -0.24